Computed, not measured: a structure of composition C24H22N6O2Re, with wB97M-V/def2-TZVPD.

Cartesian coordinates (Å):
N  -0.46  2.00  -1.94
C  -0.14  3.12  -1.91
C  0.19  4.51  -1.74
H  -0.73  5.11  -1.76
H  0.85  4.83  -2.55
H  0.69  4.63  -0.78
N  1.98  -1.22  -2.72
C  2.93  -1.85  -2.95
C  4.06  -2.70  -2.65
H  4.92  -2.41  -3.27
H  3.82  -3.75  -2.86
H  4.32  -2.59  -1.58
N  -2.12  -0.33  -1.90
C  -2.96  -1.13  -1.88
C  -4.05  -2.06  -1.74
H  -3.78  -2.80  -0.98
H  -4.25  -2.56  -2.69
H  -4.94  -1.50  -1.41
Re  0.41  -0.34  -2.32
C  -0.07  -1.82  -1.22
O  -0.36  -2.76  -0.57
C  1.45  0.50  -0.93
O  2.19  1.03  -0.19
C  0.58  1.22  -4.56
C  -0.82  1.27  -4.44
C  -1.57  0.10  -4.43
C  -0.95  -1.15  -4.54
C  0.42  -1.20  -4.80
C  1.18  -0.01  -4.84
H  1.18  2.12  -4.50
H  -1.32  2.23  -4.34
H  -2.65  0.18  -4.35
H  -1.53  -2.07  -4.47
H  0.90  -2.16  -4.97
H  2.25  -0.05  -5.04
N  -0.40  1.31  10.01
C  -0.35  1.14  8.86
C  -0.31  0.91  7.44
C  -1.40  1.22  6.60
C  -1.34  0.89  5.24
C  -0.23  0.21  4.74
C  0.85  -0.11  5.58
C  0.83  0.27  6.92
N  -0.17  -0.20  3.40
C  0.67  -1.23  2.95
C  0.76  -1.09  1.59
N  -0.11  -0.10  1.17
C  -0.65  0.44  2.25
H  -2.27  1.71  7.03
H  -2.16  1.16  4.58
H  1.72  -0.59  5.16
H  1.70  0.04  7.55
H  1.15  -1.94  3.59
H  1.37  -1.69  0.91
H  -1.33  1.29  2.29

Its net charge is +4. The expectation value of S² is 3.802. The maximum force is 7.17 eV/A. The calculation puts the HOMO-LUMO gap (alpha / beta) at 7.42 / 4.89 eV. The value obtained for the electronic energy is -1483.35861 a.u. As for the multiplicity: 4.